Density functional theory data (ωB97M-V with the def2-TZVPD basis set) for 9 unconnected molecules or ions with the total composition C28H60FNO14S7.

Structure (XYZ):
```
111
Properties=species:S:1:pos:R:3:mulliken_charge:R:1
N 0.0709 -0.9774 -0.3892 1.06
H 0.6466 -1.1723 -1.1854 0.21
H -0.2174 0.0723 -0.5748 -0.19
H 0.5795 -0.6724 0.3612 -0.29
H -0.6461 -1.6035 -0.3569 0.13
F 0.3977 -3.4030 -1.3010 -0.91
C 3.8529 -0.1679 -4.3279 -0.82
C 4.6965 -0.9277 -3.2376 -0.46
C 5.0775 0.1068 -2.1208 -0.61
S 3.4757 0.8007 -1.9592 1.32
O 3.6856 2.1970 -1.7575 -0.92
O 2.5868 0.0280 -1.1442 -0.13
C 2.8380 0.7504 -3.6086 -0.45
H 3.3424 -1.0807 -4.9089 0.33
H 4.4563 0.4249 -4.9352 0.33
H 5.5507 -1.4613 -3.5101 0.58
H 4.1110 -1.7318 -2.6824 0.01
H 5.6971 0.9146 -2.5742 0.35
H 5.3806 -0.1176 -1.0052 0.27
H 3.0332 1.7805 -3.9790 0.37
H 1.9333 0.2388 -3.6275 0.07
C 2.5046 4.2435 2.6716 -0.98
C 1.3883 4.0934 3.7376 -0.56
C 0.5341 2.8881 3.2915 -0.48
S 1.1441 2.2273 1.7964 1.48
O 0.1609 2.1579 0.8185 -0.53
O 2.0194 1.1050 2.1518 -0.78
C 2.2679 3.5623 1.3426 -0.11
H 3.4736 3.8128 3.0952 0.21
H 2.5558 5.2235 2.6577 0.58
H 0.8258 5.0077 3.8015 0.41
H 1.9140 3.7005 4.7322 0.16
H -0.2830 3.4159 3.0861 0.21
H 0.2033 2.0159 3.9804 0.21
H 1.5929 4.1957 0.7194 -0.05
H 3.1479 3.3692 0.4871 0.18
C -3.4172 1.0093 0.2636 1.54
C -4.6142 0.3259 1.0122 -0.94
C -4.8515 1.0560 2.2853 -0.78
S -4.5276 2.7932 1.7708 1.27
O -3.8305 3.4104 2.8266 -0.68
O -5.8570 3.2355 1.4561 -0.72
C -3.5954 2.4270 0.3124 -0.55
H -3.3817 0.5906 -0.6393 -0.39
H -2.5555 0.6303 0.8285 -0.59
H -4.2072 -0.7088 1.1838 0.23
H -5.4574 0.3119 0.4034 0.53
H -4.3934 0.8367 3.1766 0.35
H -5.9721 0.9447 2.6433 0.33
H -2.6067 2.8178 0.5679 0.06
H -4.1640 2.9553 -0.5543 0.45
C -1.6657 4.9658 -2.6729 -1.47
C -0.2886 5.1259 -2.0182 -0.57
C 0.5982 4.0523 -2.7187 -0.85
S -0.3338 2.6461 -3.1862 1.26
O -0.0651 1.6935 -2.1581 -0.26
O -0.2600 2.3584 -4.6178 -0.83
C -1.8740 3.4540 -2.9017 -0.11
H -1.7410 5.4636 -3.6481 0.26
H -2.1988 5.4707 -2.1330 0.91
H -0.5387 4.7084 -1.0004 -0.12
H 0.1735 5.9694 -2.0041 0.96
H 1.4522 3.8573 -2.2177 0.48
H 0.9310 4.5880 -3.7393 0.30
H -2.4675 2.9341 -2.2152 -0.36
H -2.3676 3.1917 -3.9482 0.40
C -3.7217 -3.6932 -3.9152 -0.72
C -4.3290 -2.3971 -4.1912 -0.76
C -4.2836 -1.5326 -2.9510 -1.02
S -2.8021 -1.8769 -2.2684 1.60
O -2.8126 -1.8391 -0.8600 -0.76
O -1.7453 -1.1795 -2.9951 -0.81
C -2.8105 -3.5336 -2.6503 -0.72
H -3.2616 -4.1275 -4.8339 0.24
H -4.4915 -4.0579 -3.7632 0.51
H -5.3897 -2.4934 -4.5113 0.44
H -3.8467 -1.8201 -5.0839 0.19
H -4.7961 -1.8235 -2.1180 0.49
H -4.1770 -0.4706 -2.8542 0.64
H -3.0422 -4.3318 -1.8326 0.29
H -1.7126 -3.8259 -2.9224 0.28
C 3.9654 -4.8105 0.2676 -0.74
C 4.6403 -4.7360 1.6434 -0.55
C 4.1843 -3.4821 2.4607 -0.68
S 3.7358 -2.4303 1.1987 1.23
O 4.8306 -1.5390 1.0253 -0.85
O 2.4049 -1.9401 1.5243 -0.50
C 3.7447 -3.3488 -0.2959 -0.22
H 2.9467 -5.3933 0.3953 0.32
H 4.5635 -5.6204 -0.3656 0.31
H 5.8069 -4.5101 1.4145 0.17
H 4.5659 -5.7028 2.2305 0.38
H 5.0005 -3.0292 3.0314 0.44
H 3.2855 -3.8446 2.9344 0.15
H 4.7745 -3.1649 -0.7032 0.23
H 2.7692 -3.3056 -0.7081 0.17
C -1.0383 -3.3569 4.4584 -0.96
C -1.9363 -2.6418 5.3671 -0.72
C -2.3302 -1.3736 4.6080 -1.49
S -0.7783 -0.9809 3.7192 1.33
O -0.0370 -0.1664 4.6397 -0.87
O -1.0813 -0.4615 2.4288 -0.34
C -0.0129 -2.5555 3.6710 -0.66
H -1.5471 -3.9817 3.6917 0.33
H -0.5259 -4.1628 5.0236 0.43
H -1.3271 -2.2842 6.3218 0.21
H -2.4886 -3.1323 6.0668 0.63
H -2.6678 -0.6350 5.0785 0.94
H -2.9998 -1.5433 3.8167 0.27
H 0.6406 -2.0858 4.2192 0.46
H 0.2124 -2.9102 2.6846 0.35
```

largest force on an atom	0.294	hartree/bohr
frontier orbital gap	8.233	eV
LUMO energy	0.3862	eV
ΔE to the lowest compared entry with this formula, charge and spin	79.6	kcal per mole
highest occupied orbital energy	-7.85	eV

---

Density functional theory data (ωB97M-V with the def2-TZVPD basis set) for 2 unconnected molecules or ions with the total composition C10H16.

Structure (XYZ):
```
26
Properties=species:S:1:pos:R:3:nbo_charge:R:1
C -1.2731 -1.3650 2.0626 -0.63
C -1.4000 -0.1155 1.2295 -0.01
C -0.5770 0.9798 1.4128 -0.22
C -0.8575 2.1781 0.7456 -0.20
C -1.8707 2.2260 -0.1854 -0.23
C -2.6345 1.0898 -0.4676 -0.19
C -2.3943 -0.0702 0.2387 -0.22
H -1.9434 -1.3484 2.9264 0.22
H -0.2683 -1.4081 2.4868 0.21
H -1.4675 -2.2862 1.5102 0.22
H 0.2863 0.9452 2.0639 0.21
H -0.1942 3.0127 0.9369 0.21
H -2.0742 3.1073 -0.7734 0.21
H -3.3692 1.1859 -1.2579 0.21
H -2.9546 -0.9791 0.0627 0.21
C 2.7835 -1.6604 -0.8026 -0.61
C 2.2008 -0.2368 -0.7136 -0.41
C 1.3252 0.0826 -1.9170 -0.61
H 2.2862 -2.3513 -0.1198 0.20
H 3.8323 -1.7099 -0.4983 0.21
H 2.6800 -2.0831 -1.8044 0.20
H 1.5643 -0.2221 0.1695 0.20
H 2.9793 0.5111 -0.5511 0.20
H 0.4095 -0.4960 -1.8657 0.21
H 1.0908 1.1445 -2.0242 0.21
H 1.8402 -0.1311 -2.8644 0.20
```

largest force on an atom	0.017	hartree/bohr
frontier orbital gap	10.060	eV
LUMO energy	1.0132	eV
ΔE to the lowest compared entry with this formula, charge and spin	7.9	kcal per mole
SMILES	Cc1ccccc1.CCC
highest occupied orbital energy	-9.05	eV

---

Density functional theory data (ωB97M-V with the def2-TZVPD basis set) for a molecular structure, C35H40N2O3Pt.

Structure (XYZ):
```
81
Properties=species:S:1:pos:R:3:mulliken_spin:R:1
Pt 0.3903 -0.0027 0.2515 1.40
C 3.7935 -1.6919 0.6211 0.02
C 4.7987 -0.9462 -0.2464 -0.01
C 5.7214 -0.0336 0.5141 0.00
C 4.2191 -0.3329 -1.5576 0.01
C 4.8726 -0.6624 -2.7742 0.00
C 4.4598 -0.2265 -4.0074 0.01
C 3.1780 0.3854 -4.0238 -0.01
C 2.3867 0.5694 -2.9272 -0.07
C 0.9954 1.0756 -2.9977 0.03
C 0.8237 2.1616 -4.0917 0.00
C -0.0179 -0.0651 -3.1067 0.00
C 2.9547 0.2663 -1.6450 0.01
N 2.2896 0.6770 -0.4341 0.14
C 2.8795 1.5792 0.3345 0.02
C 2.2899 1.9079 1.5752 0.01
C 2.6499 2.8823 2.5962 0.02
C 1.7111 2.7748 3.5742 0.00
C 0.7651 1.7654 3.1165 0.03
N 1.1704 1.2243 1.9595 0.15
C -0.3962 1.3046 3.9433 -0.02
C -1.1829 2.5647 4.3420 0.00
C -1.3255 0.2663 3.2445 0.00
C 0.0908 0.6657 5.2318 0.00
H 4.3699 -2.2763 1.3577 0.00
H 3.2149 -2.4053 -0.0313 0.00
H 3.0131 -1.1597 1.1078 0.00
H 5.5336 -1.6332 -0.6759 0.00
H 5.2929 0.8410 0.9920 0.00
H 6.5424 0.3092 -0.1319 0.00
H 6.1881 -0.5829 1.3382 0.00
H 5.7974 -1.1682 -2.7268 0.00
H 5.0101 -0.3226 -4.9249 0.00
H 2.7659 0.5982 -5.0153 0.00
H 0.6565 1.6061 -2.1302 0.01
H 0.6656 1.8061 -5.0870 0.00
H 1.7162 2.8336 -4.1104 0.00
H -0.0634 2.7485 -3.8123 0.00
H 0.0587 -0.6385 -4.0200 0.00
H -1.0328 0.2648 -3.0711 0.00
H 0.1390 -0.7919 -2.3160 0.04
H 3.7208 2.0714 -0.1965 0.00
H 3.4103 3.6463 2.4612 0.00
H 1.6552 3.4387 4.4141 0.00
H -1.5131 3.2333 3.5197 0.00
H -0.7147 3.2374 5.1152 0.00
H -2.0660 2.1496 4.8487 0.00
H -1.6633 0.6835 2.2930 0.00
H -2.2188 0.1089 3.8679 0.00
H -0.8921 -0.7567 3.0242 0.00
H 0.6826 1.3617 5.8206 0.00
H 0.5525 -0.3394 5.0514 0.00
H -0.7639 0.4888 5.8681 0.00
O -1.2549 -1.3749 0.2565 0.03
C -2.4704 -0.7770 -0.3503 0.04
C -2.2464 0.6727 -0.6068 -0.02
O -3.1390 1.2768 -1.1604 0.01
O -1.1920 1.2861 -0.1505 0.17
C -2.8615 -1.4853 -1.6514 -0.01
C -1.8899 -2.3516 -2.2176 0.00
C -2.1735 -2.8521 -3.5174 0.01
C -3.2986 -2.5710 -4.2179 0.00
C -4.1812 -1.6818 -3.6165 0.00
C -3.9701 -1.1237 -2.3555 0.00
C -3.6011 -0.9607 0.6744 -0.01
C -4.2043 0.0728 1.3636 0.00
C -5.2507 -0.2005 2.2680 0.00
C -5.7709 -1.4438 2.4561 0.00
C -5.1095 -2.5097 1.8221 0.00
C -4.0128 -2.2508 0.9506 0.00
H -1.5069 -1.6917 1.1209 0.00
H -0.9973 -2.6222 -1.7498 -0.01
H -1.3921 -3.4481 -3.9373 0.00
H -3.5367 -2.8889 -5.2064 0.00
H -5.1379 -1.4318 -3.9409 0.00
H -4.8263 -0.5502 -1.8812 0.00
H -4.0358 1.1027 1.1423 0.00
H -5.8222 0.5765 2.7749 0.00
H -6.7142 -1.6746 2.9228 0.00
H -5.5047 -3.5237 2.0110 0.00
H -3.4744 -3.0348 0.4736 0.00
```

largest force on an atom	0.078	hartree/bohr
frontier orbital gap (spin up / spin down)	7.655 / 6.580	eV
LUMO energy (spin up / spin down)	0.2313 / -0.8606	eV
spin multiplicity	3
highest occupied orbital energy (spin up / spin down)	-7.42 / -7.44	eV
expectation value of S²	2.007

---

Density functional theory data (ωB97M-V with the def2-TZVPD basis set) for 2 unconnected molecules or ions with the total composition C9H14.

Structure (XYZ):
```
23
Properties=species:S:1:pos:R:3:nbo_charge:R:1
C 0.2859 -2.6574 -3.3672 -0.63
C 0.1764 -1.2215 -3.8232 -0.62
H -0.5902 -3.0484 -2.8077 0.20
H 0.2072 -3.2871 -4.2677 0.22
H 1.0667 -3.0261 -2.6744 0.21
H -0.7302 -1.0005 -4.3755 0.22
H -0.0110 -0.6301 -2.9412 0.18
H 0.8632 -0.8706 -4.5618 0.22
C -1.9186 -0.0879 2.4047 -0.72
C 1.2318 -0.0490 0.4888 -0.17
C 1.2567 1.3349 0.2770 0.03
C 0.2212 -0.5623 1.2205 -0.16
C -0.6885 0.3789 1.7575 0.23
C 0.4191 2.3044 0.9161 -0.17
C -0.5637 1.7879 1.7345 -0.16
H 1.8680 -0.7021 -0.1149 0.26
H 1.9624 1.7631 -0.4245 0.24
H -0.0083 -1.5635 1.5183 0.26
H 0.6621 3.3565 0.8356 0.26
H -2.7715 -0.3585 1.6761 0.31
H -2.4389 0.5738 3.1341 0.27
H -1.0630 2.4218 2.4498 0.26
H -1.8676 -1.0206 2.9846 0.27
```

largest force on an atom	0.057	hartree/bohr
frontier orbital gap (spin up / spin down)	9.430 / 5.663	eV
LUMO energy (spin up / spin down)	-4.4420 / -8.2089	eV
spin multiplicity	2
ΔE to the lowest compared entry with this formula, charge and spin	26.4	kcal per mole
highest occupied orbital energy (spin up / spin down)	-13.87 / -13.87	eV
charge	+1
expectation value of S²	0.767

---

Density functional theory data (ωB97M-V with the def2-TZVPD basis set) for CHN3O3 in the gas phase.

Structure (XYZ):
```
8
Properties=species:S:1:pos:R:3:nbo_charge:R:1
O -2.7539 -0.7300 0.0167 -0.45
C -1.5927 -0.7621 0.0114 0.87
N -0.4467 -1.1540 -0.0403 -0.44
N 0.8937 -0.3587 -0.2160 -0.29
N 0.8125 0.9894 0.0002 0.63
O -0.3380 1.4040 0.2742 -0.42
O 1.7903 1.6298 -0.0850 -0.33
H 1.6348 -1.0185 0.0387 0.44
```

largest force on an atom	0.109	hartree/bohr
frontier orbital gap	10.661	eV
LUMO energy	-0.0847	eV
ΔE to the lowest compared entry with this formula, charge and spin	34.1	kcal per mole
SMILES	O=C=NN[N+](=O)[O-]
highest occupied orbital energy	-10.75	eV

---

Density functional theory data (ωB97M-V with the def2-TZVPD basis set) for 2 unconnected molecules or ions with the total composition C4H12N3S.

Structure (XYZ):
```
20
Properties=species:S:1:pos:R:3:nbo_charge:R:1
C 1.7656 -0.9552 -0.3573 -0.17
C -0.7143 0.2536 -1.7889 -0.51
C -1.0218 -0.3197 1.8571 -0.43
C -1.1079 1.7435 0.7404 -0.46
N 2.0663 -2.2251 -0.2084 -0.77
N -0.7733 -0.3642 -0.5367 0.04
N -0.9275 0.3089 0.5423 0.00
S 2.9421 -0.1629 -1.2333 0.11
H -1.8589 0.3496 -2.1315 0.28
H -0.3217 1.3132 -1.9028 0.23
H -0.1942 -0.4156 -2.4904 0.27
H -1.7920 0.3940 2.3888 0.24
H -1.3137 -1.4235 1.7730 0.26
H 0.0026 -0.1976 2.2672 0.25
H -0.3021 2.1508 0.0562 0.24
H -2.1262 2.0383 0.5494 0.25
H -1.0407 1.9844 1.7478 0.24
H 1.5912 -2.9358 0.4421 0.42
H 2.9347 -2.5831 -0.7019 0.37
H 2.1914 1.0463 -1.0129 0.15
```

largest force on an atom	0.085	hartree/bohr
frontier orbital gap (spin up / spin down)	7.490 / 7.488	eV
LUMO energy (spin up / spin down)	-4.6800 / -4.6806	eV
ΔE to the lowest compared entry with this formula, charge and spin	115.7	kcal per mole
highest occupied orbital energy (spin up / spin down)	-12.17 / -12.17	eV
charge	+1

---

Density functional theory data (ωB97M-V with the def2-TZVPD basis set) for 3 unconnected molecules or ions with the total composition C23H39BrF2NO9.

Structure (XYZ):
```
75
Properties=species:S:1:pos:R:3:mulliken_charge:R:1
C 0.4326 -5.6020 0.5064 -1.30
C -0.3664 -5.0253 1.6808 -0.27
F -1.0116 -6.0383 2.3493 -0.37
C -1.3463 -3.9440 1.3077 0.84
C -2.7169 -4.1889 1.2372 0.56
C -3.2881 -5.5566 1.4954 -0.54
O -3.8800 -5.8480 2.4837 -0.48
O -3.0613 -6.3761 0.4644 -0.47
C -3.6236 -3.1734 0.9181 0.61
C -5.1175 -3.3607 0.8561 -1.02
C -5.6130 -3.3291 -0.5629 0.59
O -6.2083 -2.4490 -1.0513 -0.44
F -5.2759 -4.4189 -1.2406 -0.21
C -3.1083 -1.9240 0.6437 -0.50
N -1.7839 -1.6648 0.6958 0.04
C -1.3971 -0.2739 0.3855 -1.21
C -0.9146 -2.6452 1.0087 0.46
Br 0.9166 -2.2389 1.0355 -0.10
H -0.0680 -5.5002 -0.4506 0.34
H 0.5503 -6.6610 0.7141 0.42
H 1.4281 -5.1800 0.4899 0.41
H 0.3415 -4.5937 2.3876 0.59
H -3.7837 -7.0201 0.4078 0.42
H -5.4514 -4.2447 1.3879 0.53
H -5.5825 -2.5198 1.3600 0.41
H -3.7661 -1.1096 0.3831 0.62
H -0.3405 -0.0955 0.4898 0.17
H -1.7325 -0.0035 -0.6086 0.32
H -1.9179 0.3777 1.0816 0.55
C 7.8736 0.4192 -2.5621 -0.78
O 6.7009 -0.0071 -3.2229 -0.29
C 6.7535 -1.3581 -3.6499 -0.55
C 5.3955 -2.0153 -3.5600 -0.33
O 4.9689 -2.3160 -2.2358 -0.46
C 4.5764 -1.2488 -1.3937 -0.35
C 3.2489 -0.6147 -1.7512 -0.37
O 3.3486 0.1974 -2.9019 -0.31
C 2.1877 0.1957 -3.7007 -0.75
H 8.7104 0.5149 -3.2617 0.33
H 7.6704 1.3947 -2.1238 0.23
H 8.1502 -0.2724 -1.7585 0.35
H 7.4712 -1.9274 -3.0493 0.35
H 7.0825 -1.3773 -4.6968 0.40
H 5.4738 -2.9859 -4.0544 0.40
H 4.6430 -1.4405 -4.1012 0.12
H 5.3598 -0.4946 -1.3079 0.15
H 4.4592 -1.7046 -0.4052 0.35
H 2.9266 0.0241 -0.9131 0.36
H 2.5016 -1.4065 -1.8967 0.29
H 1.8646 -0.8269 -3.9279 0.34
H 2.4315 0.6938 -4.6366 0.25
H 1.3696 0.7404 -3.2127 0.29
C -3.7349 5.5999 4.3752 -0.79
O -2.5578 5.5038 3.6014 -0.28
C -1.9757 4.2163 3.6111 -0.65
C -1.3350 3.8912 2.2793 -0.26
O -2.2504 3.6033 1.2279 -0.35
C -3.0079 4.6847 0.6888 -0.38
C -2.2114 5.6676 -0.1394 -0.56
O -1.3999 6.4903 0.6774 -0.28
C -0.1783 6.8582 0.0723 -0.78
H -3.5111 5.5462 5.4458 0.33
H -4.1930 6.5632 4.1607 0.24
H -4.4478 4.8099 4.1125 0.34
H -2.7258 3.4521 3.8488 0.33
H -1.1982 4.1941 4.3868 0.41
H -0.7645 2.9668 2.4158 0.37
H -0.6232 4.6630 1.9857 0.14
H -3.5753 5.1944 1.4673 0.15
H -3.7317 4.2115 0.0209 0.39
H -2.9132 6.3087 -0.6885 0.40
H -1.6005 5.1191 -0.8663 0.33
H 0.3528 5.9801 -0.3131 0.34
H 0.4389 7.3250 0.8375 0.24
H -0.3382 7.5742 -0.7402 0.33
```

largest force on an atom	0.020	hartree/bohr
frontier orbital gap	6.370	eV
LUMO energy	-4.6395	eV
ΔE to the lowest compared entry with this formula, charge and spin	0.0	kcal per mole
highest occupied orbital energy	-11.01	eV
charge	+1

---

Density functional theory data (ωB97M-V with the def2-TZVPD basis set) for 2 unconnected molecules or ions with the total composition C6H8N2O2.

Structure (XYZ):
```
18
Properties=species:S:1:pos:R:3:nbo_charge:R:1
C 0.9315 0.5256 -1.4242 0.01
C -1.8674 0.9375 1.3750 -0.28
C -1.5816 -0.2989 0.9308 -0.29
C -2.2463 -1.1057 -0.1176 0.75
C 2.4165 -0.3945 0.0524 0.19
C 2.6301 1.0490 -0.0070 -0.43
N 1.5272 -0.6649 -0.8984 -0.49
N 1.4609 1.5633 -0.9288 -0.46
O -3.4150 -0.7101 -0.7299 -0.71
O -1.6356 -1.9353 -0.7860 -0.59
H -2.5889 1.4834 0.8448 0.21
H -1.3760 1.3815 2.2898 0.21
H 2.9414 -1.1675 0.7144 0.23
H -0.9282 -0.8534 1.3506 0.19
H 2.7914 1.6504 0.8296 0.24
H 3.4060 1.2289 -0.6716 0.27
H 1.2890 -1.5141 -1.3674 0.44
H -3.7551 -1.1753 -1.4566 0.51
```

largest force on an atom	0.129	hartree/bohr
frontier orbital gap	6.848	eV
LUMO energy	-0.4222	eV
ΔE to the lowest compared entry with this formula, charge and spin	135.8	kcal per mole
highest occupied orbital energy	-7.27	eV